[1]
Computed, not measured: C59H51GeN5O4PdS as an isolated structure, with ωB97M-V/def2-TZVPD.

As for the energy above the lowest of the compared OMol25 structures with the same formula, charge and spin: 0.00 kcal/mol. As for the HOMO-LUMO gap: 5.92 eV. The maximum force is 0.01111 Eh/bohr. The highest occupied orbital energy comes out at -6.60 eV. The total energy is -5456.7015 Eh. As for the molar mass: 1105.18 Da.

The geometry in ORCA input format:
```
! RIJCOSX wB97M-V def2-TZVPD def2/J DEFGRID3
* xyz 0 1
Pd -0.53 -0.65 0.75
C 8.85 9.20 0.40
O 9.09 7.82 0.21
C 8.04 6.98 0.29
C 8.31 5.63 0.07
C 7.30 4.70 0.14
C 5.99 5.09 0.41
C 5.72 6.43 0.62
C 6.73 7.38 0.56
C 4.89 4.12 0.49
N 3.65 4.41 0.83
C 2.97 3.22 0.74
C 3.80 2.21 0.34
N 5.03 2.80 0.18
C 3.37 0.85 0.18
C 4.17 -0.25 -0.15
C 3.61 -1.50 -0.23
C 2.23 -1.65 0.01
N 1.47 -0.62 0.30
C 2.01 0.62 0.41
C 1.12 1.68 0.84
N -0.17 1.32 1.10
C -0.99 2.21 1.62
C -0.59 3.54 1.84
C 0.69 3.93 1.54
C 1.59 2.97 1.03
H 9.82 9.69 0.28
H 8.47 9.40 1.40
H 8.16 9.59 -0.34
H 9.33 5.34 -0.13
H 7.55 3.66 -0.02
H 4.71 6.74 0.84
H 6.49 8.42 0.73
H 5.88 2.35 -0.13
H 5.23 -0.12 -0.33
H 4.20 -2.37 -0.47
H 1.72 -2.61 -0.04
H -2.00 1.87 1.83
H -1.31 4.23 2.25
H 1.03 4.94 1.69
C -2.81 1.08 -0.99
C -3.27 0.46 0.29
C -4.50 0.59 0.90
C -4.51 -0.31 2.00
C -3.29 -0.94 2.02
C -2.83 -2.03 2.93
N -2.52 -0.46 0.99
H -3.22 0.55 -1.85
H -1.73 1.08 -1.10
H -3.15 2.12 -1.06
H -5.31 1.20 0.54
H -5.33 -0.49 2.68
H -3.58 -2.83 2.97
H -2.68 -1.67 3.96
H -1.90 -2.47 2.58
O 0.89 -0.29 3.23
S 0.56 -1.67 3.68
C 0.03 -1.51 5.39
C 0.23 -0.31 6.04
C -0.20 -0.19 7.36
C -0.83 -1.25 7.99
C -1.05 -2.44 7.31
C -0.63 -2.57 6.00
C 2.14 -2.47 3.98
C 3.29 -1.72 3.79
C 4.53 -2.33 3.96
C 4.60 -3.67 4.31
C 3.44 -4.41 4.48
C 2.20 -3.81 4.31
H 0.72 0.50 5.52
H -0.04 0.74 7.89
H -1.17 -1.14 9.01
H -1.56 -3.26 7.80
H -0.82 -3.49 5.45
H 3.20 -0.68 3.51
H 5.43 -1.75 3.82
H 5.57 -4.14 4.44
H 3.50 -5.46 4.74
H 1.30 -4.39 4.42
O -0.51 -4.54 -0.54
C -1.01 -3.45 -0.32
O -0.46 -2.62 0.54
C -2.26 -3.01 -1.05
C -1.89 -2.14 -2.26
Ge -3.28 -1.88 -3.60
C -5.04 -1.29 -2.99
C -5.87 -0.57 -3.86
C -7.15 -0.20 -3.48
C -7.63 -0.54 -2.23
C -6.82 -1.25 -1.35
C -5.54 -1.63 -1.74
C -2.62 -0.62 -4.94
C -2.83 0.75 -4.87
C -2.29 1.61 -5.81
C -1.52 1.11 -6.86
C -1.30 -0.26 -6.94
C -1.84 -1.11 -5.99
C -3.51 -3.59 -4.53
C -4.50 -3.71 -5.52
C -4.67 -4.89 -6.22
C -3.85 -5.98 -5.95
C -2.87 -5.88 -4.98
C -2.70 -4.70 -4.28
H -2.92 -2.47 -0.37
H -2.76 -3.92 -1.38
H -1.08 -2.63 -2.81
H -1.51 -1.17 -1.93
H -5.51 -0.29 -4.84
H -7.77 0.36 -4.17
H -8.62 -0.24 -1.93
H -7.18 -1.50 -0.36
H -4.93 -2.17 -1.03
H -3.42 1.17 -4.06
H -2.47 2.68 -5.74
H -1.11 1.78 -7.60
H -0.71 -0.66 -7.76
H -1.67 -2.18 -6.08
H -5.15 -2.87 -5.73
H -5.44 -4.96 -6.98
H -3.98 -6.91 -6.50
H -2.23 -6.73 -4.76
H -1.93 -4.65 -3.52
*
```



[2]
Computed, not measured: C59H51N2NaO5Si as an isolated structure at a distorted geometry, with ωB97M-V/def2-TZVPD.

As for the energy above the lowest of the compared OMol25 structures with the same formula, charge and spin: 2.83 kcal/mol. As for the HOMO-LUMO gap: 5.77 eV. The maximum force is 0.02902 Eh/bohr. The highest occupied orbital energy comes out at -2.13 eV. The total energy is -3216.5865 Eh. As for the molar mass: 919.14 Da.

The geometry in ORCA input format:
```
! RIJCOSX wB97M-V def2-TZVPD def2/J DEFGRID3
* xyz -2 1
Na -0.59 -0.08 0.34
C -3.94 -0.59 3.65
C -3.29 -0.50 4.87
C -2.02 0.04 4.94
C -1.43 0.47 3.76
N -2.04 0.38 2.58
C -3.26 -0.13 2.52
C -0.03 1.05 3.69
C 0.63 1.58 4.78
C 1.90 2.11 4.58
C 2.46 2.09 3.32
C 1.73 1.53 2.28
N 0.51 1.03 2.47
H -4.93 -1.01 3.56
H -3.77 -0.86 5.77
H -1.48 0.08 5.88
H -3.69 -0.16 1.52
H 0.17 1.60 5.76
H 2.45 2.54 5.42
H 3.45 2.48 3.13
H 2.09 1.47 1.26
C -1.06 4.00 -5.15
C -0.95 2.59 -4.63
C -1.00 1.53 -5.72
O -1.99 2.38 -3.72
C -1.50 1.56 -2.63
C -0.02 2.02 -2.55
O 0.26 2.45 -3.91
C 1.05 1.01 -2.07
O 0.85 0.80 -0.76
C 2.48 1.59 -2.25
C 2.75 2.94 -2.46
C 4.06 3.43 -2.42
C 5.13 2.57 -2.18
C 4.87 1.21 -1.99
C 3.56 0.74 -2.03
C 0.94 -0.28 -2.93
C 0.30 -1.41 -2.40
C 0.19 -2.57 -3.15
C 0.69 -2.64 -4.45
C 1.32 -1.51 -4.98
C 1.43 -0.35 -4.23
C -2.45 1.71 -1.40
O -2.24 0.70 -0.53
C -2.21 3.10 -0.77
C -1.65 3.16 0.49
C -1.36 4.39 1.09
C -1.64 5.57 0.43
C -2.21 5.53 -0.84
C -2.50 4.30 -1.43
C -3.94 1.62 -1.88
C -4.32 0.81 -2.96
C -5.66 0.59 -3.25
C -6.66 1.17 -2.48
C -6.29 1.97 -1.41
C -4.95 2.19 -1.12
H -2.02 4.16 -5.65
H -0.25 4.21 -5.87
H -0.97 4.69 -4.31
H -1.93 1.63 -6.28
H -0.95 0.54 -5.28
H -0.15 1.65 -6.41
H -1.55 0.50 -2.91
H 0.06 2.88 -1.88
H 1.95 3.63 -2.65
H 4.25 4.48 -2.57
H 6.14 2.94 -2.15
H 5.68 0.52 -1.80
H 3.36 -0.31 -1.85
H -0.10 -1.38 -1.40
H -0.30 -3.44 -2.71
H 0.61 -3.55 -5.03
H 1.72 -1.55 -5.99
H 1.93 0.52 -4.65
H -1.44 2.23 1.00
H -0.91 4.40 2.08
H -1.42 6.53 0.90
H -2.44 6.45 -1.36
H -2.95 4.27 -2.42
H -3.56 0.34 -3.57
H -5.92 -0.05 -4.09
H -7.70 0.99 -2.71
H -7.05 2.43 -0.78
H -4.67 2.81 -0.27
O -0.10 -1.95 1.36
Si 0.96 -2.91 1.99
C 0.41 -3.52 3.71
C -0.80 -3.02 4.22
C -1.27 -3.41 5.47
C -0.54 -4.29 6.25
C 0.67 -4.80 5.77
C 1.13 -4.41 4.52
C 2.67 -2.10 2.24
C 3.17 -1.74 3.49
C 4.38 -1.05 3.62
C 5.09 -0.69 2.49
C 4.60 -1.01 1.23
C 3.41 -1.71 1.11
C 1.29 -4.48 0.96
C 2.49 -5.18 0.95
C 2.66 -6.34 0.19
C 1.60 -6.81 -0.59
C 0.40 -6.12 -0.60
C 0.25 -4.97 0.16
H -1.36 -2.32 3.60
H -2.21 -3.00 5.84
H -0.91 -4.59 7.23
H 1.24 -5.49 6.38
H 2.08 -4.81 4.16
H 2.62 -2.00 4.39
H 4.74 -0.77 4.60
H 6.02 -0.14 2.58
H 5.13 -0.70 0.33
H 3.02 -1.93 0.12
H 3.33 -4.81 1.53
H 3.61 -6.86 0.19
H 1.73 -7.70 -1.19
H -0.42 -6.47 -1.22
H -0.69 -4.41 0.12
*
```



[3]
Computed, not measured: C59H58AsN6O3S5Sb2Sn as an isolated structure at a distorted geometry, with ωB97M-V/def2-TZVPD.

As for the HOMO-LUMO gap (alpha / beta): 3.41 / 3.78 eV. The maximum force is 0.03678 Eh/bohr. The highest occupied orbital energy (alpha / beta) comes out at -9.34 / -9.34 eV. The total energy is -7758.3990 Eh. As for the molar mass: 1496.64 Da.

The geometry in ORCA input format:
```
! RIJCOSX wB97M-V def2-TZVPD def2/J DEFGRID3
* xyz 1 1
Sn -0.11 1.94 0.53
C 0.39 -1.69 1.14
C -0.25 -2.16 2.44
C -1.01 -1.02 3.14
Sb -2.60 -0.09 1.97
C -2.90 -1.42 0.28
C -2.66 -0.89 -0.99
C -3.06 -1.59 -2.13
C -3.68 -2.82 -2.00
C -3.88 -3.37 -0.74
C -3.50 -2.67 0.39
C -4.30 -0.90 2.99
C -4.24 -2.03 3.79
C -5.40 -2.54 4.35
C -6.62 -1.92 4.13
C -6.69 -0.78 3.34
C -5.53 -0.27 2.77
Sb 1.76 -3.00 0.10
C 1.19 -4.95 0.91
C -0.16 -5.27 1.01
C -0.53 -6.50 1.56
C 0.45 -7.39 2.00
C 1.79 -7.07 1.88
C 2.17 -5.84 1.34
C 1.09 -3.30 -1.91
C 0.03 -4.16 -2.18
C -0.33 -4.42 -3.50
C 0.33 -3.80 -4.55
C 1.39 -2.94 -4.28
C 1.78 -2.73 -2.97
H 1.03 -0.83 1.35
H -0.34 -1.41 0.38
H 0.53 -2.54 3.11
H -0.94 -2.99 2.26
H -0.33 -0.19 3.37
H -1.44 -1.36 4.08
H -2.22 0.10 -1.10
H -2.91 -1.15 -3.11
H -4.02 -3.34 -2.89
H -4.37 -4.34 -0.65
H -3.71 -3.09 1.37
H -3.30 -2.53 3.98
H -5.36 -3.43 4.98
H -7.53 -2.32 4.58
H -7.63 -0.29 3.17
H -5.57 0.63 2.16
H -0.93 -4.59 0.67
H -1.58 -6.74 1.65
H 0.15 -8.34 2.43
H 2.55 -7.76 2.22
H 3.22 -5.59 1.26
H -0.52 -4.65 -1.39
H -1.13 -5.12 -3.70
H 0.04 -4.01 -5.57
H 1.92 -2.45 -5.09
H 2.66 -2.12 -2.79
N -1.01 2.77 2.61
C -1.43 3.61 3.30
C -1.89 4.60 4.14
C -2.65 4.27 5.30
N -3.27 4.00 6.24
C -1.58 5.95 3.85
N -1.32 7.06 3.61
O -1.30 2.88 -0.70
C -2.25 3.56 -1.49
C -1.52 4.11 -2.71
C -0.18 4.16 -2.91
C 0.19 4.79 -4.14
C -0.90 5.22 -4.84
S -2.36 4.87 -4.01
C -2.84 4.73 -0.72
C -4.08 5.28 -0.82
C -4.25 6.42 0.03
C -3.13 6.70 0.75
S -1.87 5.60 0.40
C -3.34 2.57 -1.89
C -3.52 1.91 -3.07
C -4.60 0.97 -3.02
C -5.19 0.92 -1.80
S -4.47 2.02 -0.70
H 0.53 3.77 -2.19
H 1.21 4.92 -4.49
H -0.93 5.72 -5.80
H -4.86 4.90 -1.47
H -5.17 6.99 0.10
H -2.97 7.49 1.47
H -2.93 2.09 -3.95
H -4.92 0.38 -3.87
H -6.03 0.31 -1.48
N 4.98 -5.74 -3.69
C 5.01 -4.63 -2.91
C 4.86 -4.73 -1.51
C 4.74 -3.59 -0.74
C 4.79 -2.33 -1.35
C 5.08 -2.22 -2.71
C 5.18 -3.36 -3.48
S 4.41 -0.93 -0.37
O 5.13 0.20 -0.88
O 4.54 -1.32 1.00
N 2.76 -0.65 -0.54
C 2.24 0.08 -1.52
S 3.12 0.86 -2.86
C 1.64 1.28 -3.55
C 0.57 0.88 -2.75
N 0.89 0.27 -1.61
H 5.00 -6.66 -3.27
H 5.21 -5.67 -4.66
H 4.84 -5.71 -1.04
H 4.67 -3.65 0.34
H 5.23 -1.25 -3.15
H 5.40 -3.28 -4.54
H 1.59 1.82 -4.49
H -0.48 1.03 -2.98
C 5.91 4.04 0.21
C 5.33 3.27 1.40
As 3.40 3.02 1.18
C 2.85 4.82 1.75
C 1.37 4.93 2.10
C 2.90 1.99 2.79
C 3.50 2.53 4.10
H 6.99 4.15 0.32
H 5.48 5.04 0.14
H 5.71 3.51 -0.72
H 5.49 3.82 2.33
H 5.80 2.29 1.49
H 3.10 5.50 0.93
H 3.48 5.10 2.60
H 0.74 4.69 1.24
H 1.11 5.95 2.41
H 1.10 4.26 2.92
H 3.22 0.97 2.62
H 1.81 1.99 2.85
H 4.59 2.49 4.07
H 3.17 1.92 4.94
H 3.20 3.56 4.29
*
```